The following is a DFT calculation (ωB97M-V/def2-TZVPD) of 2 unconnected molecules or ions with the total composition C7H17NO in a non-equilibrium geometry.

## Properties
Structure (SMILES): CCN(C)C(C)=O.CC
Energy in eV: -11068.4362
Lowest unoccupied orbital energy in Ha: 0.0306
Max |F| in Eh/bohr: 0.134
E_HOMO in eV: -8.44
Gap between HOMO and LUMO in Ha: 0.3408
Multiplicity: 1
Energy above the lowest of the compared OMol25 structures with the same formula, charge and spin in kcal per mole: 108.4
Molar mass in g/mol: 131.2
Net charge: 0

Cartesian coordinates (Å):
C  -1.310  3.141  1.395
C  -0.267  2.381  0.337
N  0.245  1.106  0.941
C  0.248  0.955  2.320
C  0.965  0.082  0.180
C  1.592  0.393  -1.076
O  0.998  -0.875  0.920
H  -0.653  3.330  2.128
H  -2.133  2.490  1.511
H  -1.553  4.275  1.235
H  -0.950  2.312  -0.624
H  0.599  3.047  0.415
H  1.256  0.980  2.808
H  -0.519  1.805  2.782
H  0.062  0.140  2.822
H  1.031  0.954  -1.796
H  2.439  0.974  -1.064
H  1.902  -0.472  -1.487
C  -1.266  -3.400  -1.735
C  0.269  -3.369  -1.707
H  -1.649  -4.009  -0.922
H  -1.691  -2.436  -1.753
H  -1.696  -3.827  -2.675
H  0.851  -4.183  -2.104
H  0.641  -3.312  -0.656
H  0.587  -2.483  -2.197

Results of the Mulliken charge analysis, in e, for atoms 1 through 6:
1 C -1.580
2 C -0.238
3 N 0.302
4 C -1.143
5 C 0.777
6 C -1.616